(1)
Computed, not measured: an isolated ion of composition C2H2N4 and charge +2 at a distorted geometry, with ωB97M-V with the def2-TZVPD basis set.

XYZ file:
```
8
Properties=species:S:1:pos:R:3:forces:R:3
C 3.1415 0.1268 -0.3719 -6.86 0.67 -0.86
N 1.6582 -0.0017 -0.1230 7.50 -0.40 0.41
N 0.5173 0.1612 -0.2765 -0.22 1.17 -1.91
N -0.5458 -0.0853 0.2088 2.29 -2.12 3.32
N -1.7585 0.0724 0.0049 -4.31 1.11 -1.54
C -2.9132 0.0412 0.1044 2.17 0.04 -0.29
H 3.8948 -0.3136 0.2862 -0.35 -0.54 0.89
H -3.9943 -0.0010 0.1672 -0.23 0.06 -0.01
```
Forces are in eV/Å.

Values from the calculation:
DFT total energy: -8035.034 eV
orbital gap (spin up / spin down): 7.29 / 7.29 eV
HOMO (spin up / spin down): -20.5 / -20.5 eV
energy above the lowest of the compared OMol25 structures with the same formula, charge and spin: 95.61 kcal per mole
net charge: +2

=====

(2)
Computed, not measured: a 2-piece molecular cluster, C2H2N4O overall at a distorted geometry, with ωB97M-V with the def2-TZVPD basis set.

XYZ file:
```
9
Properties=species:S:1:pos:R:3:forces:R:3
C 1.6495 1.2132 0.0614 2.68 1.04 0.38
C -0.4808 0.1520 0.1271 1.37 -3.61 0.24
N 2.7269 1.6592 0.0545 -0.86 -0.69 -0.16
N 0.3220 -2.1822 0.2870 3.17 3.64 -1.10
N 0.3863 0.9980 0.1433 -1.62 0.62 -0.03
N -1.7858 -0.0160 0.0850 -1.44 0.75 -1.49
O 1.4525 -1.8873 0.0638 -3.09 -1.57 0.83
H -1.9487 -0.7528 -0.6105 -0.35 -0.04 0.91
H -2.3219 0.8159 -0.2116 0.15 -0.13 0.42
```
Forces are in eV/Å.

Values from the calculation:
DFT total energy: -10108.397 eV
orbital gap (spin up / spin down): 6.72 / 6.76 eV
HOMO (spin up / spin down): -7.6 / -7.6 eV
energy above the lowest of the compared OMol25 structures with the same formula, charge and spin: 90.12 kcal per mole
net charge: 0

=====

(3)
Computed, not measured: C2H2N4O in the gas phase at a distorted geometry, with ωB97M-V with the def2-TZVPD basis set.

XYZ file:
```
9
Properties=species:S:1:pos:R:3:forces:R:3
C -1.0326 -0.3390 0.6813 -1.42 -0.09 -1.37
C -0.8563 0.0679 -0.6518 0.12 -0.64 0.92
N -0.0355 0.0882 1.4174 1.82 0.46 0.86
N 0.3717 0.0648 -1.1284 -0.73 -0.04 -2.39
N 1.0500 0.5029 1.3409 -0.14 -0.09 0.02
N 1.4708 0.1762 -0.5855 0.68 1.09 2.60
O 2.5587 -0.2094 -0.9036 -0.08 -0.60 -0.66
H -1.8973 -0.7592 1.1540 -0.15 0.01 0.06
H -1.6295 0.4075 -1.3244 -0.11 -0.10 -0.04
```
Forces are in eV/Å.

Values from the calculation:
DFT total energy: -10108.444 eV
orbital gap: 8.26 eV
HOMO: -8.7 eV
energy above the lowest of the compared OMol25 structures with the same formula, charge and spin: 89.03 kcal per mole
net charge: 0

=====

(4)
Computed, not measured: C2H2N4O2 in the gas phase at a distorted geometry, with ωB97M-V with the def2-TZVPD basis set.

XYZ file:
```
10
Properties=species:S:1:pos:R:3:forces:R:3
N -0.4216 1.4310 -0.9470 1.84 -3.57 1.35
C -0.1492 0.0763 -0.4827 -1.24 2.35 2.21
N -1.0395 -0.8761 -0.6114 -0.10 2.85 -2.00
N -0.8524 -2.0115 0.0425 3.14 0.27 2.68
N -0.1184 -2.1219 1.0218 -1.30 -1.62 0.35
O 0.6994 -0.8609 1.7674 -1.16 1.09 -5.11
C 0.9368 -0.0139 0.6856 3.16 1.91 1.20
O 1.9322 0.7517 0.6811 -3.56 -2.34 -0.26
H -1.3342 1.4690 -1.4480 1.48 0.73 0.51
H 0.3469 2.1563 -0.7092 -2.27 -1.65 -0.94
```
Forces are in eV/Å.

Values from the calculation:
DFT total energy: -12157.204 eV
orbital gap: 9.34 eV
HOMO: -10.5 eV
energy above the lowest of the compared OMol25 structures with the same formula, charge and spin: 127.84 kcal per mole
net charge: 0

=====

(5)
Computed, not measured: a 2-piece molecular cluster, C2H2N4O2 overall at a distorted geometry, with ωB97M-V with the def2-TZVPD basis set.

XYZ file:
```
10
Properties=species:S:1:pos:R:3:forces:R:3
C 0.3853 1.0464 0.2896 0.39 0.32 -0.27
C -0.1857 -0.9297 -0.2435 -1.59 0.37 -0.05
N 0.8527 -0.1668 -0.0551 2.05 -0.89 0.04
N -0.9305 1.0477 0.2830 -1.08 0.63 0.50
N -1.2872 -0.1716 0.0355 -0.48 0.80 -0.11
N -3.7136 0.0322 -0.0826 3.21 -1.50 0.13
O -3.9211 1.1202 -0.3545 -1.04 1.73 -0.34
O -4.0777 -0.9254 0.4556 -1.23 -0.47 0.35
H 1.0431 1.9183 0.5149 -0.92 -0.94 -0.26
H -0.3510 -1.9579 -0.5183 0.69 -0.04 0.01
```
Forces are in eV/Å.

Values from the calculation:
DFT total energy: -12154.936 eV
orbital gap (spin up / spin down): 8.31 / 6.57 eV
HOMO (spin up / spin down): -9.8 / -9.6 eV
energy above the lowest of the compared OMol25 structures with the same formula, charge and spin: 180.13 kcal per mole
net charge: 0

=====

(6)
Computed, not measured: C2H2N4O2 in the gas phase at a distorted geometry, with ωB97M-V with the def2-TZVPD basis set.

XYZ file:
```
10
Properties=species:S:1:pos:R:3:forces:R:3
O -2.0861 -1.0567 0.1108 1.98 0.29 -0.52
N -1.3791 -0.0709 -0.0436 -5.12 2.52 1.07
O -1.9071 1.0853 -0.1172 1.48 -1.62 -0.22
C -0.0056 -0.0348 0.0167 5.41 -2.48 -0.04
N 0.8057 -1.1452 -0.0609 -4.56 0.63 0.32
C 2.0007 -0.6574 -0.0176 3.03 -1.73 -1.04
N 2.1222 0.6367 -0.0167 -1.17 2.14 1.26
N 0.8237 1.0408 0.1106 -1.30 1.27 -0.52
H 2.8664 -1.3611 -0.1106 -0.72 1.13 0.20
H 0.5017 2.0554 0.2415 0.96 -2.16 -0.50
```
Forces are in eV/Å.

Values from the calculation:
DFT total energy: -12157.555 eV
orbital gap: 9.43 eV
HOMO: -11.1 eV
energy above the lowest of the compared OMol25 structures with the same formula, charge and spin: 119.74 kcal per mole
net charge: 0